{"formula": "C4H10O3", "method": "the ωB97M-V functional and the def2-TZVPD basis", "homo_lumo_gap_ev": [4.12, 6.89], "total_charge": -1, "energy_ev": -10451.0166, "spin_multiplicity": 2, "e_homo_ev": [-0.20, -3.04], "elements": ["C", "C", "O", "C", "C", "H", "H", "H", "H", "H", "H", "H", "H", "O", "H", "H", "O"], "xyz": [[1.659, 0.172, -1.740], [1.151, 0.165, -0.464], [1.187, 1.319, 0.310], [0.648, -0.951, 0.235], [0.560, -1.005, 1.626], [1.994, 1.104, -2.220], [1.793, -0.708, -2.331], [1.732, 1.964, -0.154], [0.340, -1.793, -0.346], [1.045, -0.375, 2.330], [0.171, -1.879, 2.143], [-2.169, -0.343, -1.237], [-1.267, 0.832, -1.045], [-2.131, 0.602, -1.427], [-2.861, 0.683, 1.165], [-1.474, 0.281, 1.622], [-2.378, -0.068, 1.534]], "forces_ev_per_a": [[0.403, 1.218, -0.588], [-0.091, -0.889, 0.100], [0.127, 0.443, 0.042], [0.226, 0.963, 0.623], [-0.497, -1.089, 0.395], [-0.291, -0.269, 0.257], [-0.074, -0.476, -0.011], [0.030, -0.106, -0.051], [-0.095, -0.463, -0.373], [0.467, 0.994, 0.037], [-0.167, -0.136, -0.416], [-0.027, 0.100, 0.104], [-0.074, -0.099, -0.205], [0.165, 0.049, 0.069], [-0.014, -0.223, -0.109], [0.220, -0.644, -0.022], [-0.309, 0.625, 0.147]], "mulliken_spin": [0.318, 0.174, 0.024, -0.026, 0.488, 0.015, -0.011, 0.004, -0.006, 0.002, 0.006, 0.002, -0.003, -0.002, -0.008, -0.002, 0.025]}